No. 1
96
Properties=species:S:1:pos:R:3 method="wB97M-V/def2-TZVPD" homo_energy_ev=-9.873 smiles=CCO.CCO.CCO.CCO.CCO.CCO.CCO.CCO.CO.CO.CO.CO
C -4.137 -2.162 -3.938
C -2.648 -1.985 -4.013
O -2.219 -1.090 -2.938
H -4.644 -1.233 -3.875
H -4.394 -2.567 -2.930
H -4.550 -2.820 -4.693
H -2.341 -1.436 -4.910
H -2.072 -2.924 -3.941
H -2.015 -1.526 -2.096
C 3.733 3.330 4.795
C 4.427 2.677 3.580
O 3.622 2.719 2.398
H 2.866 2.732 5.113
H 3.535 4.380 4.619
H 4.404 3.349 5.690
H 4.631 1.603 3.670
H 5.282 3.238 3.293
H 3.009 2.010 2.403
C -4.644 0.751 -1.339
C -4.100 1.547 -2.562
O -2.648 1.733 -2.483
H -4.510 1.170 -0.362
H -4.196 -0.265 -1.431
H -5.687 0.656 -1.633
H -4.579 2.541 -2.698
H -4.444 1.096 -3.503
H -2.334 0.845 -2.684
C 2.178 -0.548 -3.535
C 1.873 -1.607 -2.509
O 1.349 -1.098 -1.320
H 2.560 -0.895 -4.499
H 2.873 0.160 -3.101
H 1.266 -0.012 -3.878
H 2.833 -2.048 -2.309
H 1.199 -2.263 -2.945
H 1.124 -0.128 -1.351
C -6.318 -1.195 2.313
C -5.067 -0.676 2.917
O -5.336 0.003 4.062
H -6.022 -1.875 1.509
H -6.932 -0.439 1.851
H -6.817 -1.839 3.102
H -4.548 -0.074 2.108
H -4.389 -1.547 3.157
H -4.911 0.868 4.221
C 4.482 -0.054 -0.615
C 4.155 -0.426 0.751
O 2.962 -1.223 0.834
H 5.423 0.428 -0.457
H 3.749 0.741 -0.963
H 4.669 -0.877 -1.318
H 4.130 0.500 1.291
H 4.929 -1.085 1.194
H 2.356 -1.001 0.107
C -3.520 -3.610 0.683
C -2.703 -2.287 0.515
O -1.731 -2.380 -0.521
H -3.923 -3.660 1.696
H -2.848 -4.454 0.563
H -4.341 -3.586 -0.069
H -2.233 -1.948 1.453
H -3.439 -1.529 0.341
H -0.878 -2.779 -0.183
C -0.661 0.325 0.828
C 0.060 1.613 0.585
O 0.831 1.505 -0.625
H 0.161 -0.374 0.953
H -1.383 -0.013 0.059
H -1.199 0.423 1.781
H 0.765 1.873 1.388
H -0.706 2.482 0.440
H 0.551 2.180 -1.265
C 1.609 -4.647 0.094
O 0.961 -3.459 0.475
H 2.244 -4.646 -0.783
H 2.093 -5.067 0.877
H 0.759 -5.281 -0.221
H 1.622 -2.810 0.721
C 3.190 -0.790 4.570
O 2.620 0.020 3.571
H 4.204 -0.573 4.724
H 2.673 -0.399 5.496
H 2.994 -1.847 4.404
H 2.575 -0.483 2.745
C 4.956 3.571 -1.344
O 5.466 2.899 -0.165
H 5.848 3.491 -2.026
H 4.038 3.078 -1.734
H 4.812 4.617 -1.084
H 4.845 2.975 0.571
C -0.544 4.568 -2.126
O -0.270 3.261 -2.622
H -1.218 4.616 -1.301
H 0.415 4.877 -1.728
H -0.707 5.262 -3.019
H -1.104 2.831 -2.863



No. 2
38
Properties=species:S:1:pos:R:3 method="wB97M-V/def2-TZVPD" charge=+2 homo_energy_ev=-15.649
C -0.148 -0.841 -0.190
C 1.222 -0.956 -0.339
C -0.962 0.123 0.427
C 3.578 -0.303 -0.080
C -1.144 1.778 -1.263
C -2.912 1.627 0.514
C 5.730 0.485 0.901
C -2.818 -0.041 -1.432
C -1.965 0.834 -0.453
N 2.288 -0.142 0.119
N -2.164 -1.709 1.577
N 4.048 -1.219 -0.919
N -0.470 0.816 1.454
N -3.528 -1.199 -0.786
O 4.297 0.433 0.643
H -0.638 -1.486 -0.921
H 1.622 -1.771 -0.926
H -0.655 2.584 -0.553
H -1.748 2.477 -2.013
H -0.329 1.268 -1.760
H -2.757 1.430 1.575
H -2.696 2.613 0.349
H -3.931 1.473 0.229
H 5.949 -0.448 1.463
H 5.805 1.375 1.420
H 6.152 0.507 -0.073
H -2.106 -0.660 -2.023
H -3.513 0.602 -1.863
H 2.045 0.647 0.743
H -1.618 -2.434 2.030
H -3.132 -1.683 1.982
H 4.921 -1.489 -1.222
H 3.371 -1.798 -1.405
H -1.060 1.616 1.773
H -0.027 0.342 2.220
H -2.305 -2.090 0.613
H -3.993 -1.735 -1.565
H -4.410 -1.025 -0.244



No. 3
170
Properties=species:S:1:pos:R:3 method="wB97M-V/def2-TZVPD" homo_energy_ev=-8.858 smiles=COC[C@H](C)N.COC[C@H](C)N.COC[C@H](C)N.COC[C@H](C)N.COC[C@H](C)N.COC[C@H](C)N.COC[C@H](C)N.COC[C@H](C)N.COC[C@H](C)N.COC[C@H](C)N
C -2.626 8.050 0.089
O -1.532 7.600 0.825
C -1.531 6.182 1.046
C -1.086 5.432 -0.200
C -1.447 3.942 -0.105
N 0.345 5.514 -0.509
H -3.579 7.758 0.558
H -2.637 7.715 -0.955
H -2.622 9.141 0.066
H -0.802 6.040 1.845
H -2.519 5.890 1.422
H -1.647 5.783 -1.068
H -0.948 3.478 0.750
H -1.109 3.450 -1.018
H -2.522 3.763 -0.036
H 0.524 6.495 -0.708
H 0.909 5.258 0.295
C 1.140 6.239 -7.325
O 1.437 5.946 -5.986
C 1.509 4.554 -5.746
C 1.721 4.346 -4.267
C 2.214 2.945 -3.964
N 0.445 4.559 -3.547
H 1.935 5.894 -7.999
H 1.015 7.315 -7.418
H 0.205 5.749 -7.631
H 0.558 4.077 -6.023
H 2.318 4.110 -6.343
H 2.477 5.077 -3.950
H 1.461 2.200 -4.239
H 2.457 2.797 -2.909
H 3.118 2.674 -4.516
H 0.277 5.561 -3.521
H 0.621 4.319 -2.574
C -2.354 -1.194 4.393
O -3.504 -1.176 3.583
C -4.660 -1.672 4.219
C -4.567 -3.103 4.732
C -4.024 -4.099 3.720
N -5.902 -3.436 5.272
H -2.115 -2.205 4.731
H -2.434 -0.550 5.281
H -1.550 -0.791 3.781
H -4.952 -1.020 5.053
H -5.485 -1.623 3.501
H -3.932 -3.094 5.625
H -2.971 -3.913 3.493
H -4.547 -4.033 2.760
H -4.122 -5.120 4.090
H -6.581 -3.470 4.514
H -5.879 -4.388 5.625
C 2.410 7.617 5.555
O 2.744 6.752 4.515
C 1.611 6.142 3.922
C 2.074 4.934 3.164
C 2.965 5.276 1.986
N 0.910 4.178 2.670
H 3.326 8.062 5.951
H 1.896 7.129 6.393
H 1.801 8.474 5.226
H 0.879 5.866 4.698
H 1.102 6.900 3.306
H 2.651 4.341 3.888
H 2.556 6.116 1.420
H 3.081 4.432 1.303
H 3.963 5.544 2.337
H 0.180 4.159 3.374
H 1.223 3.234 2.484
C 0.753 1.045 3.661
O 1.971 1.355 3.000
C 3.018 1.360 3.953
C 4.343 1.513 3.264
C 4.714 0.297 2.421
N 5.376 1.723 4.270
H -0.031 1.135 2.906
H 0.553 1.746 4.478
H 0.749 0.018 4.037
H 2.871 2.182 4.675
H 2.991 0.453 4.574
H 4.276 2.353 2.550
H 4.755 -0.608 3.026
H 5.709 0.464 1.995
H 4.055 0.192 1.559
H 5.169 2.523 4.861
H 6.252 1.958 3.818
C -3.858 -0.408 -0.510
O -4.503 0.176 -1.616
C -3.584 0.526 -2.626
C -4.351 0.947 -3.859
C -5.165 -0.187 -4.435
N -3.390 1.487 -4.849
H -4.601 -0.496 0.287
H -3.042 0.209 -0.122
H -3.513 -1.422 -0.740
H -2.941 1.346 -2.263
H -2.908 -0.314 -2.853
H -5.021 1.744 -3.504
H -6.006 -0.373 -3.765
H -4.581 -1.101 -4.539
H -5.579 0.091 -5.405
H -3.899 2.083 -5.491
H -2.738 2.093 -4.360
C 4.529 -3.650 -0.806
O 5.712 -3.063 -1.304
C 5.717 -1.649 -1.286
C 4.845 -1.000 -2.356
C 5.261 -1.462 -3.743
N 4.932 0.459 -2.299
H 3.601 -3.291 -1.261
H 4.502 -3.581 0.286
H 4.572 -4.703 -1.097
H 5.415 -1.282 -0.293
H 6.754 -1.343 -1.456
H 3.808 -1.289 -2.174
H 6.149 -0.920 -4.080
H 4.493 -1.176 -4.467
H 5.397 -2.540 -3.782
H 5.893 0.760 -2.426
H 4.623 0.817 -1.400
C 1.463 -5.542 -0.080
O 0.738 -5.618 1.117
C 0.892 -6.838 1.806
C -0.367 -7.140 2.590
C -0.533 -6.225 3.784
N -0.311 -8.541 3.078
H 1.097 -6.300 -0.791
H 2.535 -5.711 0.072
H 1.277 -4.582 -0.559
H 1.070 -7.656 1.097
H 1.733 -6.743 2.507
H -1.243 -7.067 1.943
H 0.331 -6.232 4.454
H -1.452 -6.465 4.318
H -0.589 -5.178 3.467
H 0.383 -9.097 2.592
H -0.024 -8.559 4.051
C -2.259 -5.209 -1.387
O -2.867 -6.302 -2.017
C -2.768 -6.221 -3.428
C -3.361 -7.483 -4.029
C -3.029 -7.524 -5.518
N -4.799 -7.612 -3.838
H -2.235 -5.365 -0.308
H -2.747 -4.260 -1.636
H -1.189 -5.122 -1.644
H -3.325 -5.335 -3.769
H -1.712 -6.128 -3.718
H -2.836 -8.321 -3.560
H -3.589 -8.308 -6.028
H -1.972 -7.716 -5.704
H -3.306 -6.586 -6.013
H -5.243 -6.820 -4.299
H -4.999 -7.475 -2.849
C -0.969 -2.316 1.143
O -0.724 -1.224 0.311
C 0.636 -0.814 0.287
C 0.665 0.592 -0.258
C 0.175 0.649 -1.693
N 2.038 1.098 -0.205
H -1.996 -2.651 0.931
H -0.900 -2.121 2.211
H -0.469 -3.244 0.818
H 1.083 -0.876 1.291
H 1.225 -1.511 -0.330
H 0.018 1.221 0.371
H 0.810 0.025 -2.329
H 0.201 1.668 -2.083
H -0.839 0.259 -1.771
H 2.035 2.062 -0.528
H 2.330 1.148 0.767



Values of calculated total energy, in order: -1703.1049, -705.0972, -2889.8019, all in Eh.
Values of ΔE to the lowest compared entry with this formula, charge and spin, in order: 167.2, 112.1, 24.3, all in kJ/mol.
Values of Kohn-Sham gap, in order: 0.385, 0.295, 0.339, all in Eh.